No. 1
61
Properties=species:S:1:pos:R:3 method="wB97M-V/def2-TZVPD" total_charge=+1 homo_energy_ha=-0.3636 e_tot_ha=-21970.733344 max_force_ev_per_a=2.832 gap_ev=4.758 mol_weight_g_mol=1092.7 lumo_ev=-5.14
N 5.68 1.44 -0.02
C 4.26 1.20 0.18
C 3.47 2.45 -0.22
C 2.13 2.20 -0.89
N 1.41 0.99 -0.42
C 2.29 -0.20 -0.27
C 3.72 0.03 -0.68
H 5.86 1.79 -0.95
H 6.15 0.54 0.02
H 4.11 0.89 1.21
H 3.37 3.12 0.63
H 4.07 2.99 -0.94
H 1.47 3.04 -0.68
H 2.21 2.18 -1.97
H 0.69 0.76 -1.13
H 0.92 1.13 0.47
H 1.95 -1.05 -0.85
H 2.30 -0.51 0.77
H 4.26 -0.88 -0.42
H 3.82 0.24 -1.78
C -0.22 -1.04 -3.76
Br 0.87 -2.45 -2.93
Br -0.92 0.18 -2.45
Br 0.75 -0.12 -5.13
H -1.09 -1.57 -4.24
F -0.88 -4.07 -3.21
Mg 3.22 -2.10 -2.59
Br -4.58 -1.53 -1.22
C -4.52 -0.96 0.64
C -3.29 -0.15 0.92
Br -1.72 -1.30 1.07
H -4.60 -1.85 1.25
H -5.41 -0.35 0.78
H -3.37 0.35 1.88
H -3.08 0.58 0.15
Br -2.63 -2.01 -5.51
C 0.50 5.40 1.33
Cl -0.14 3.79 1.73
Cl -0.21 6.59 2.40
Cl 2.25 5.39 1.51
Cl 0.08 5.78 -0.35
Br 5.05 0.23 -3.40
Li -4.10 -2.03 -7.42
Cl 6.24 -0.59 2.80
C 6.27 -2.36 2.66
C 7.09 -2.81 1.48
Cl 6.33 -2.37 -0.08
H 5.24 -2.71 2.59
H 6.70 -2.75 3.58
H 7.19 -3.90 1.49
H 8.09 -2.38 1.49
C -9.79 -0.69 1.63
C -9.04 -1.90 2.12
O -7.70 -1.40 2.27
C -7.79 -0.05 2.44
O -6.88 0.65 2.75
O -9.04 0.39 2.20
H -10.82 -0.66 1.97
H -9.77 -0.59 0.54
H -9.39 -2.25 3.09
H -9.05 -2.73 1.42

No. 2
46
Properties=species:S:1:pos:R:3 method="wB97M-V/def2-TZVPD" total_charge=+2 homo_energy_ha="-0.5566 / -0.5565" e_tot_ha=-1297.141612 s2=0.78 multiplicity=2 max_force_ev_per_a=3.279 e_above_lowest_kcal_mol=0.0 gap_ev="7.727 / 5.670" mol_weight_g_mol=404.5 lumo_ev="-7.42 / -9.47"
C 1.32 2.09 -1.23
H 2.08 2.28 -0.43
H 1.56 1.43 -2.09
H 1.67 -0.48 1.20
C 0.08 2.89 -1.19
H -0.75 2.35 -1.61
H -0.26 3.22 -0.17
C 0.40 4.18 -2.00
H -0.47 4.83 -1.92
H 1.25 4.70 -1.57
H 0.59 3.97 -3.06
C -0.92 -1.76 -0.12
C -1.55 -0.93 -1.10
C -0.58 -0.56 -2.06
C 0.68 -1.17 -1.71
C 0.48 -1.89 -0.47
C 1.49 -2.65 0.34
C 1.91 -1.20 -2.57
C -0.87 0.18 -3.32
C -3.03 -0.70 -1.17
C -1.65 -2.49 0.97
Ce 0.50 0.66 0.28
H 2.73 -1.75 -2.10
H 1.76 -1.65 -3.57
H 2.26 -0.18 -2.75
H 2.52 -2.45 0.01
H 1.42 -2.36 1.40
H 1.34 -3.74 0.30
H -2.49 -1.91 1.36
H -2.08 -3.42 0.55
H -1.01 -2.78 1.80
H -3.30 0.00 -1.98
H -3.55 -1.65 -1.39
H -3.47 -0.30 -0.24
H -0.48 1.21 -3.32
H -0.43 -0.33 -4.21
H -1.96 0.23 -3.49
N -1.65 -0.34 4.68
N -0.45 -0.01 4.07
N 0.43 0.76 4.76
C 1.17 1.29 3.77
N 0.66 1.02 2.56
N -0.45 0.21 2.75
H -2.07 -1.14 4.18
H -1.48 -0.52 5.65
H 2.03 1.90 3.90

No. 3
53
Properties=species:S:1:pos:R:3 method="wB97M-V/def2-TZVPD" total_charge=+1 homo_energy_ha="-0.3690 / -0.3662" e_tot_ha=-1803.601908 s2=0.90 multiplicity=2 max_force_ev_per_a=4.147 gap_ev="4.790 / 4.673" mol_weight_g_mol=514.5 lumo_ev="-5.25 / -5.29"
O 0.41 -1.58 -3.70
H -0.48 -1.90 -4.05
Ce 0.16 -0.05 -0.39
N 1.81 -1.60 -0.53
N -0.49 -2.14 0.40
N 0.53 2.27 -0.38
N -1.30 1.19 1.15
O 2.85 -1.11 -1.11
O 1.60 2.93 -1.01
O -2.32 0.72 1.99
O -1.74 -2.19 0.80
C 0.08 -3.18 -0.30
C 1.35 -2.85 -0.86
C -0.07 3.09 0.49
C -1.13 2.52 1.30
C 2.17 -3.60 -1.83
H 2.12 -3.05 -2.80
H 1.78 -4.61 -1.97
H 3.20 -3.64 -1.43
C -0.64 -4.45 -0.53
H -1.57 -4.25 -1.07
H -0.81 -4.95 0.44
H -0.02 -5.11 -1.15
C 0.51 4.44 0.70
C -1.92 3.36 2.26
H 1.20 4.67 -0.11
H 1.03 4.44 1.68
H -0.31 5.16 0.74
H -2.49 2.75 2.98
H -2.60 4.03 1.72
H -1.23 3.99 2.82
H 2.21 2.23 -1.30
H -2.33 -0.26 1.88
C -1.61 0.19 -1.82
H -1.20 -0.19 -2.80
H -1.93 1.24 -1.96
H -2.54 -0.33 -1.53
O 1.98 0.70 -3.69
H 1.84 -0.11 -4.25
H 1.10 1.09 -3.67
N 0.75 -2.15 3.22
C 1.49 -1.03 3.38
C 2.30 -0.84 4.52
C 3.10 0.28 4.58
C 3.09 1.17 3.50
C 2.28 0.90 2.40
N 1.43 -0.14 2.34
H 0.14 -2.15 2.42
H 0.66 -2.88 3.91
H 2.30 -1.56 5.33
H 3.73 0.49 5.45
H 3.70 2.07 3.52
H 2.34 1.60 1.54

No. 4
58
Properties=species:S:1:pos:R:3 method="wB97M-V/def2-TZVPD" homo_energy_ha=-0.3932 e_tot_ha=-8832.452783 smiles=ClC(Cl)Cl.ClC(Cl)Cl.ClCCCl.ClCCCl.ClCCCl.ClCCCl.ClCCCl.ClCCCl max_force_ev_per_a=1.887 e_above_lowest_kcal_mol=42.0 gap_ev=10.760 mol_weight_g_mol=832.5 lumo_ev=0.06
Cl 1.88 0.93 0.95
C 0.41 1.26 -0.08
C -0.90 1.23 0.73
Cl -1.13 2.72 1.77
H 0.39 0.42 -0.77
H 0.51 2.19 -0.65
H -0.89 0.34 1.37
H -1.77 1.13 0.09
Cl 11.50 1.20 -1.16
C 11.11 1.14 0.56
C 9.67 1.33 0.74
Cl 9.32 1.12 2.43
H 11.76 1.81 1.13
H 11.32 0.11 0.85
H 9.03 0.61 0.23
H 9.34 2.34 0.50
Cl 3.21 -5.33 1.12
C 4.15 -5.92 2.45
C 4.10 -5.05 3.70
Cl 2.51 -4.92 4.42
H 5.17 -5.99 2.07
H 3.90 -6.96 2.65
H 4.51 -4.05 3.55
H 4.74 -5.44 4.50
Cl -6.53 -5.00 3.10
C -4.89 -5.29 3.74
C -4.06 -5.99 2.74
Cl -4.00 -5.02 1.26
H -5.08 -5.96 4.58
H -4.38 -4.35 3.99
H -4.56 -6.92 2.47
H -3.06 -6.22 3.12
Cl -9.46 2.98 -0.51
C -8.04 2.57 0.47
C -8.27 1.19 1.21
Cl -9.37 1.38 2.61
H -7.88 3.39 1.17
H -7.21 2.56 -0.24
H -7.34 0.80 1.64
H -8.74 0.57 0.45
Cl -7.76 3.21 -9.10
C -7.03 3.00 -7.47
C -5.74 2.24 -7.57
Cl -5.03 2.09 -5.92
H -7.83 2.50 -6.93
H -6.91 3.98 -7.00
H -5.05 2.86 -8.14
H -5.87 1.27 -8.04
C 4.99 0.10 -6.57
Cl 5.49 1.06 -5.19
Cl 3.22 -0.11 -6.45
Cl 5.77 -1.49 -6.82
H 5.17 0.69 -7.47
C 3.04 6.30 5.48
Cl 4.18 6.70 4.20
Cl 3.21 7.58 6.79
Cl 3.13 4.64 6.21
H 2.06 6.44 5.02

No. 5
46
Properties=species:S:1:pos:R:3 method="wB97M-V/def2-TZVPD" total_charge=+2 homo_energy_ha="-0.4638 / -0.5591" e_tot_ha=-2147.912856 s2=6.02 multiplicity=5 max_force_ev_per_a=5.233 e_above_lowest_kcal_mol=0.0 gap_ev="5.828 / 4.749" mol_weight_g_mol=624.9 lumo_ev="-6.79 / -10.47"
C -1.75 1.34 1.26
I -0.35 2.25 2.45
H -1.80 1.58 0.20
H -2.56 1.78 1.86
H -1.87 0.27 1.19
Ir 0.09 -0.35 -3.21
P 0.45 1.66 -2.30
C 0.10 2.70 -0.76
C 2.10 2.35 -2.37
H 2.00 3.44 -2.39
H -0.30 3.81 -3.09
H 2.56 1.95 -3.27
H -0.55 2.51 -4.31
H 0.85 2.69 0.01
H 2.63 2.04 -1.46
C -0.65 2.79 -3.25
H -0.16 3.73 -0.94
H -1.70 2.70 -2.92
H -0.79 2.34 -0.31
P 0.30 -2.08 -1.89
C -0.09 -3.08 -0.41
C -0.76 -3.02 -3.09
H 2.38 -2.04 -3.03
H 2.04 -3.65 -2.30
H 2.58 -2.29 -1.27
C 2.01 -2.57 -2.16
H -0.64 -2.54 -4.07
H -0.38 -4.04 -3.08
H -0.20 -4.15 -0.67
H -1.01 -2.74 0.10
H -1.80 -2.98 -2.74
H 0.76 -3.00 0.30
Cl 1.12 0.39 -5.09
N 0.60 -0.62 0.59
C 0.13 -0.64 1.66
C -0.30 -0.55 3.02
C -1.59 -0.20 3.58
C -1.73 0.02 4.94
C -0.59 -0.05 5.77
C 0.66 -0.27 5.21
C 0.78 -0.58 3.88
H -2.51 -0.22 2.99
H -2.70 0.28 5.42
H -0.64 0.11 6.84
H 1.58 -0.27 5.78
H 1.72 -0.78 3.39

No. 6
57
Properties=species:S:1:pos:R:3 method="wB97M-V/def2-TZVPD" total_charge=+2 homo_energy_ha=-0.5262 e_tot_ha=-2952.512169 max_force_ev_per_a=6.219 e_above_lowest_kcal_mol=75.1 gap_ev=4.244 mol_weight_g_mol=883.7 lumo_ev=-10.07
Hg 15.81 1.19 -26.36
Hg 15.10 4.61 -22.44
O 12.80 1.15 -23.24
C 13.83 1.67 -23.86
O 14.65 2.45 -23.31
O 13.95 1.26 -25.01
H 12.71 0.38 -23.81
O 17.72 5.35 -25.96
C 16.78 4.48 -25.61
O 16.12 4.70 -24.62
O 16.67 3.45 -26.27
H 17.70 5.96 -25.22
C 9.76 -3.81 -24.95
C 9.42 -2.77 -26.04
C 9.02 -1.43 -25.36
S 9.32 -1.60 -23.53
O 8.23 -0.86 -22.81
O 10.72 -1.33 -23.20
C 8.98 -3.47 -23.71
H 10.81 -3.86 -24.64
H 9.53 -4.81 -25.31
H 8.74 -2.92 -26.88
H 10.33 -2.58 -26.61
H 7.93 -1.34 -25.31
H 9.55 -0.56 -25.76
H 7.95 -3.62 -24.03
H 9.08 -4.08 -22.82
C 9.93 2.22 -20.58
C 9.80 1.88 -22.05
C 10.30 3.19 -22.81
S 11.43 4.08 -21.68
O 10.79 5.30 -21.23
O 12.87 4.04 -22.01
C 11.25 2.86 -20.33
H 9.88 1.35 -19.93
H 9.23 3.01 -20.29
H 8.77 1.58 -22.22
H 10.37 0.97 -22.22
H 9.59 3.92 -23.19
H 10.85 2.69 -23.61
H 11.63 3.25 -19.38
H 11.98 2.08 -20.56
C 9.55 2.36 -28.57
C 10.22 1.90 -29.95
C 11.78 1.55 -29.94
S 12.10 1.17 -28.09
O 13.38 1.69 -27.68
O 11.68 -0.15 -27.67
C 10.75 2.43 -27.64
H 9.03 1.56 -28.05
H 9.04 3.33 -28.65
H 9.93 2.79 -30.51
H 9.65 1.05 -30.31
H 12.45 2.33 -30.32
H 11.97 0.58 -30.40
H 11.25 3.39 -27.79
H 10.58 2.38 -26.57

No. 7
46
Properties=species:S:1:pos:R:3 method="wB97M-V/def2-TZVPD" total_charge=+2 homo_energy_ha=-0.4805 e_tot_ha=-2033.931513 max_force_ev_per_a=6.691 e_above_lowest_kcal_mol=0.0 gap_ev=4.981 mol_weight_g_mol=570.2 lumo_ev=-8.09
C -0.01 -0.04 -5.34
I -0.72 -0.08 -3.23
H 1.07 0.09 -5.34
H -0.52 0.81 -5.81
H -0.31 -0.99 -5.78
La 1.00 -0.04 -0.47
P -0.03 2.62 -0.09
C -1.50 3.61 -0.50
C 0.60 3.60 1.31
H 0.65 4.66 1.02
H 1.18 4.24 -1.39
H 1.59 3.25 1.64
H 2.12 2.71 -1.33
H -2.26 3.47 0.29
H -0.09 3.50 2.16
C 1.11 3.14 -1.45
H -1.22 4.67 -0.56
H 0.70 2.86 -2.44
H -1.91 3.28 -1.47
P 0.00 -2.63 0.26
C -1.47 -3.66 0.02
C 1.13 -3.32 -1.02
H 1.62 -3.01 2.07
H 0.71 -4.50 1.63
H -0.06 -3.21 2.62
C 0.64 -3.41 1.79
H 2.13 -2.85 -0.99
H 1.24 -4.40 -0.80
H -1.20 -4.72 0.11
H -1.89 -3.47 -0.98
H 0.70 -3.20 -2.02
H -2.22 -3.41 0.78
C -1.39 -0.05 -0.13
O -2.55 -0.04 -0.05
S 1.67 0.38 2.30
C 0.49 -0.05 3.48
C 0.88 -0.84 4.59
C -0.01 -1.09 5.63
C -1.33 -0.61 5.55
C -1.74 0.13 4.43
C -0.85 0.37 3.39
H 1.90 -1.23 4.58
H 0.32 -1.67 6.50
H -2.03 -0.82 6.37
H -2.76 0.51 4.37
H -1.18 0.88 2.48

No. 8
46
Properties=species:S:1:pos:R:3 method="wB97M-V/def2-TZVPD" total_charge=+3 homo_energy_ha=-0.7058 e_tot_ha=-1719.285188 max_force_ev_per_a=2.732 gap_ev=9.147 mol_weight_g_mol=417.3 lumo_ev=-10.06
In -0.77 -0.04 0.00
S -0.91 -2.75 -0.48
S -0.96 2.66 -0.48
C 0.70 -3.60 -0.43
C -1.10 -2.51 -2.28
C -0.42 -1.27 -2.82
N -0.98 -0.05 -2.22
C -0.44 1.19 -2.82
C -1.15 2.41 -2.28
H -2.17 -2.46 -2.47
H -0.73 -3.39 -2.79
H -0.52 -1.25 -3.91
H 0.65 -1.28 -2.60
H -0.54 1.17 -3.91
H 0.63 1.22 -2.60
H -2.22 2.35 -2.47
H -0.79 3.31 -2.79
C 0.63 3.54 -0.43
H -1.98 -0.06 -2.42
H 1.34 3.14 -1.16
H 1.04 3.39 0.57
H 0.48 4.60 -0.60
H 1.11 -3.43 0.56
H 1.39 -3.20 -1.17
H 0.57 -4.66 -0.58
C -3.11 -0.07 0.57
C -2.41 -0.06 1.72
H -3.47 -0.99 0.13
H -3.49 0.85 0.13
H -2.17 -0.98 2.24
H -2.19 0.86 2.24
O 1.24 -0.02 -0.50
C 2.21 0.36 0.45
C 1.71 0.22 1.82
C 2.61 0.32 2.91
C 2.15 0.18 4.21
C 0.81 -0.04 4.42
C -0.05 -0.12 3.32
N 0.38 0.00 2.00
H 1.43 -0.98 -0.65
H 3.11 -0.29 0.36
H 2.54 1.41 0.28
H 3.66 0.49 2.75
H 2.81 0.25 5.06
H 0.41 -0.14 5.42
H -1.04 -0.27 3.67

No. 9
51
Properties=species:S:1:pos:R:3 method="wB97M-V/def2-TZVPD" homo_energy_ha=-0.3385 e_tot_ha=-1335.728549 smiles="COC(=O)[C@H]1O[C@@H](O)[C@H](O)[C@@H](O)[C@@H]1OC.CNC(=O)[C@H](C)NC(C)=O" max_force_ev_per_a=2.566 e_above_lowest_kcal_mol=48.0 gap_ev=9.583 mol_weight_g_mol=366.4 lumo_ev=0.37
O -4.59 0.28 3.39
O 0.26 -0.23 -2.29
O -1.73 2.07 1.73
O 0.74 -2.45 -1.91
O 5.45 -0.16 -3.12
O 3.34 -0.61 -2.35
O 6.01 1.43 -0.82
O 1.40 0.48 0.66
O 3.75 2.28 0.63
C -4.76 -0.52 2.49
C 1.01 -1.12 -1.87
C -2.54 1.33 1.19
N -3.48 1.79 0.35
N -3.86 -0.79 1.55
C -0.42 -2.82 -2.68
C 1.81 -0.21 1.85
C -6.07 -1.29 2.41
C -3.63 3.19 -0.01
C 4.66 -0.28 -1.95
C 2.38 -0.73 -1.27
C 4.67 1.07 -1.22
C 2.33 0.58 -0.44
C 3.75 0.99 -0.01
C -1.76 -0.98 0.42
C -2.53 -0.19 1.49
H 6.21 0.42 -2.93
H 6.37 0.80 -0.17
H 4.64 2.67 0.59
H -4.13 1.12 -0.03
H -4.09 -1.48 0.86
H -1.33 -2.39 -2.25
H -0.33 -2.47 -3.71
H -0.52 -3.90 -2.70
H 0.93 -0.45 2.46
H 2.47 0.42 2.45
H 2.34 -1.14 1.62
H -6.58 -1.01 1.49
H -6.68 -1.02 3.26
H -5.86 -2.35 2.41
H -4.07 3.74 0.82
H -2.66 3.63 -0.24
H -4.28 3.29 -0.89
H 5.06 -1.06 -1.29
H 2.69 -1.55 -0.62
H 4.28 1.83 -1.91
H 1.95 1.37 -1.10
H 4.15 0.25 0.69
H -2.24 -0.87 -0.55
H -0.75 -0.59 0.35
H -1.71 -2.03 0.69
H -2.03 -0.33 2.45